Below is a single C4H5OP molecule in a non-equilibrium geometry, with properties calculated with wB97M-V/def2-TZVPD.

Last column: Löwdin charge in e.
Geometry (Å):
C: 0.3712 1.0099 -0.9894  -0.211
C: -0.9663 1.0120 -0.4949  -0.144
C: 1.1864 0.1178 -0.3458  -0.231
C: -1.2964 -0.0244 0.5082  -0.221
O: 0.2324 -2.2015 0.9769  -0.335
P: 0.2765 -0.5297 1.1360  0.862
H: 0.6090 1.6461 -1.7183  0.050
H: -1.5796 1.7348 -1.0069  0.085
H: 2.3366 0.0063 -0.4222  0.088
H: -2.2127 -0.2695 0.9349  0.025
H: 1.0429 -2.5018 1.4215  0.033

For the orbital gap, the calculation gives 8.25 eV. The highest occupied orbital energy comes out at -8.49 eV. As for the LUMO energy: -0.0087 Eh. Its total charge is 0. Its structure (SMILES) is OP1=CC=CC=1. For the largest force on an atom, the calculation gives 6.14 eV/A. For the energy above the lowest of the compared OMol25 structures with the same formula, charge and spin, the calculation gives 50.91 kJ/mol.



Below is a molecular structure, C29H35Cl2N2O3Pt, with properties calculated with wB97M-V/def2-TZVPD.

Last column: Löwdin charge in e.
Geometry (Å):
Pt: 0.0294 -0.2193 0.6578  1.189
C: -1.9805 -2.9860 1.6089  -0.071
C: -0.6522 -3.0149 2.3715  -0.197
C: 0.4299 -3.6706 1.5507  -0.162
C: 0.4148 -5.0554 1.4472  -0.047
C: 1.3597 -5.7319 0.6964  -0.081
C: 2.3196 -5.0141 0.0107  -0.051
C: 2.3605 -3.6216 0.0628  -0.163
C: 3.4177 -2.9006 -0.7423  -0.191
C: 3.4656 -3.3791 -2.1945  -0.114
C: 1.4259 -2.9595 0.8629  -0.161
N: 1.5185 -1.5367 1.0794  -0.095
C: 2.3591 -1.1166 1.9793  -0.062
C: 2.2147 0.2060 2.4403  -0.320
C: 2.9957 1.0784 3.2068  -0.058
C: 2.3083 2.2882 3.2252  -0.095
C: 1.1330 2.1036 2.4780  -0.145
N: 1.0664 0.8523 2.0249  -0.127
H: -2.7555 -2.4778 2.1845  0.067
H: -2.3162 -4.0026 1.3907  0.075
H: -1.8746 -2.4613 0.6590  0.053
H: -0.7770 -3.5833 3.2983  0.112
H: -0.3675 -2.0042 2.6574  0.071
H: -0.3505 -5.6060 1.9830  0.113
H: 1.3457 -6.8136 0.6444  0.098
H: 3.0567 -5.5394 -0.5833  0.102
H: 4.3961 -3.0649 -0.2780  0.115
H: 3.2422 -1.8254 -0.7133  0.088
H: 3.6836 -4.4455 -2.2543  0.057
H: 4.2368 -2.8462 -2.7494  0.064
H: 2.5126 -3.2004 -2.6941  0.064
H: 3.1125 -1.7944 2.3732  0.147
H: 3.9437 0.8493 3.6678  0.093
H: 2.6052 3.2010 3.7163  0.083
H: 0.3473 2.8099 2.2794  0.092
C: -3.5644 -1.3143 -2.1396  -0.060
C: -3.7699 0.0495 -1.4723  -0.364
C: -2.8405 1.1124 -2.0327  -0.082
C: -3.8187 -0.0617 0.0495  -0.120
C: -4.9889 -0.6662 0.5103  -0.074
C: -5.3199 -0.7449 1.8459  -0.114
C: -4.4863 -0.1032 2.7445  -0.081
C: -3.3061 0.5111 2.3473  -0.143
C: -2.6003 1.3013 3.4379  -0.367
C: -1.4798 0.5060 4.1065  -0.061
C: -2.2169 2.7078 2.9724  -0.072
C: -2.8716 0.4357 0.9854  -0.275
O: -1.6796 0.9383 0.6039  -0.301
H: -3.5872 -1.2133 -3.2275  0.079
H: -4.3546 -2.0074 -1.8415  0.066
H: -2.6059 -1.7453 -1.8670  0.052
H: -4.7860 0.3680 -1.7401  0.124
H: -1.8039 0.8743 -1.8442  -0.004
H: -3.0307 2.0838 -1.5709  0.085
H: -2.9889 1.1982 -3.1123  0.081
H: -5.6743 -1.0640 -0.2321  0.105
H: -6.2350 -1.2245 2.1709  0.088
H: -4.7652 -0.0485 3.7926  0.103
H: -3.3563 1.4452 4.2176  0.115
H: -0.7560 0.1488 3.3833  0.030
H: -1.9051 -0.3639 4.6145  0.077
H: -0.9490 1.1109 4.8476  0.077
H: -1.6342 2.6672 2.0565  0.044
H: -1.6562 3.2381 3.7473  0.073
H: -3.1239 3.2781 2.7576  0.080
Cl: 0.6329 1.6330 -2.2662  0.621
C: 1.1808 -0.0536 -2.1688  -1.013
Cl: 2.2531 -0.3869 -3.5473  0.600
C: -0.0343 -1.0427 -2.1365  -0.736
O: -0.4222 -1.5122 -3.1828  0.030
O: -0.5389 -1.3071 -0.9702  -0.213
H: 1.7805 -0.1233 -1.2690  0.010

For the orbital gap, the calculation gives 7.28 eV. The highest occupied orbital energy comes out at -4.76 eV. As for the LUMO energy: 0.0923 Eh. Its total charge is -1. For the largest force on an atom, the calculation gives 0.37 eV/A. For the energy above the lowest of the compared OMol25 structures with the same formula, charge and spin, the calculation gives 0.00 kJ/mol.



Below is a molecular structure, C42H62BCl3N2O2PPdSb in a non-equilibrium geometry, with properties calculated with wB97M-V/def2-TZVPD.

Last column: Löwdin charge in e.
Geometry (Å):
Pd: -0.5984 0.1228 0.1410  0.104
C: 4.3391 2.6409 2.2709  -0.062
C: 2.8424 2.3790 2.0650  -0.360
C: 2.0180 3.6260 2.3876  -0.077
C: 2.4012 1.1875 2.8889  -0.126
C: 2.2062 1.3127 4.2588  -0.044
C: 1.8474 0.2216 5.0296  -0.095
C: 1.7324 -1.0231 4.4385  -0.059
C: 1.9348 -1.1898 3.0767  -0.124
C: 1.8303 -2.5716 2.4596  -0.360
C: 0.3645 -3.0112 2.4390  -0.056
C: 2.7347 -3.5801 3.1727  -0.071
C: 2.2310 -0.0647 2.2893  -0.124
N: 2.4286 -0.2333 0.8962  -0.010
B: 1.4135 -0.3586 -0.1605  -0.486
N: 2.2762 -0.8690 -1.2735  0.002
C: 3.6005 -0.9840 -0.8449  -0.116
C: 3.6856 -0.6157 0.4445  -0.099
C: 1.9210 -1.3800 -2.5408  -0.100
C: 1.1318 -2.5632 -2.6175  -0.108
C: 0.7836 -3.0813 -3.8563  -0.058
C: 1.1902 -2.4755 -5.0301  -0.101
C: 1.9790 -1.3467 -4.9568  -0.073
C: 2.3651 -0.7838 -3.7405  -0.118
C: 3.2542 0.4509 -3.8907  -0.361
C: 4.7319 0.0527 -4.0238  -0.071
C: 3.0728 1.5360 -2.8319  -0.063
C: 0.7341 -3.3628 -1.3917  -0.376
C: -0.7805 -3.4908 -1.2536  -0.081
C: 1.4257 -4.7305 -1.3945  -0.066
H: 4.6739 3.4836 1.6592  0.070
H: 4.9242 1.7643 1.9884  0.064
H: 4.5481 2.8677 3.3197  0.073
H: 2.6814 2.1299 1.0148  0.112
H: 2.2039 3.9726 3.4061  0.067
H: 0.9572 3.3912 2.2865  0.067
H: 2.2697 4.4415 1.7047  0.067
H: 2.3286 2.2807 4.7306  0.102
H: 1.6565 0.3436 6.0888  0.090
H: 1.4663 -1.8771 5.0495  0.101
H: 2.1762 -2.5086 1.4280  0.110
H: -0.0364 -3.0707 3.4538  0.072
H: 0.2512 -3.9869 1.9564  0.068
H: -0.2101 -2.2623 1.8876  0.052
H: 2.4318 -3.7325 4.2110  0.064
H: 3.7695 -3.2287 3.1671  0.074
H: 2.7001 -4.5444 2.6591  0.068
H: 4.3744 -1.3859 -1.4790  0.098
H: 4.5519 -0.6076 1.0896  0.110
H: 0.1887 -3.9864 -3.9067  0.103
H: 0.9029 -2.8819 -5.9933  0.089
H: 2.3046 -0.8751 -5.8790  0.102
H: 2.9697 0.9006 -4.8488  0.120
H: 5.1286 -0.2899 -3.0692  0.055
H: 5.3273 0.9091 -4.3522  0.070
H: 4.8506 -0.7494 -4.7553  0.071
H: 3.4058 1.2034 -1.8526  0.063
H: 2.0210 1.8059 -2.7630  0.058
H: 3.6475 2.4244 -3.1084  0.081
H: 1.0668 -2.8178 -0.5117  0.091
H: -1.2615 -3.8212 -2.1785  0.068
H: -1.1626 -2.5034 -0.9679  0.027
H: -1.0299 -4.1928 -0.4539  0.072
H: 1.0821 -5.3596 -2.2201  0.066
H: 1.2203 -5.2506 -0.4559  0.066
H: 2.5080 -4.6074 -1.4835  0.076
Cl: -3.9732 0.7130 5.2062  0.513
C: -2.2022 0.5516 5.0632  -1.494
Cl: -1.7612 -1.0677 5.6281  0.525
Cl: -1.4470 1.7582 6.1310  0.509
C: -1.7444 0.8427 3.4333  -0.825
O: -2.0953 1.9639 3.0969  -0.065
O: -1.2007 -0.1381 2.9400  -0.112
C: -1.2170 4.5628 0.3154  -0.302
P: -0.8175 2.7669 -0.0708  0.883
C: 0.8067 3.1713 -0.9004  -0.288
C: -1.7750 2.6191 -1.6485  -0.406
C: -1.3990 1.5999 -2.5386  -0.141
C: -2.0363 1.4568 -3.7611  -0.103
C: -3.0595 2.3233 -4.1270  -0.128
C: -3.4421 3.3325 -3.2564  -0.119
C: -2.8043 3.4761 -2.0288  -0.128
H: -2.2013 4.6533 0.7768  0.016
H: -1.1570 5.2278 -0.5512  0.029
H: -0.4844 4.8795 1.0604  0.012
H: 0.6502 3.5372 -1.9173  0.042
H: 1.3844 2.2496 -0.9116  -0.021
H: 1.3404 3.9298 -0.3241  0.019
H: -0.6302 0.8954 -2.2114  0.053
H: -1.7273 0.6684 -4.4391  0.098
H: -3.5578 2.2071 -5.0835  0.085
H: -4.2457 4.0075 -3.5323  0.087
H: -3.1242 4.2681 -1.3625  0.083
C: -3.8575 -1.5751 -2.2396  -0.219
C: -4.3589 -0.4275 -1.3720  -0.428
Sb: -3.1169 -0.1091 0.4196  1.416
C: -3.7125 -2.0184 1.3280  -0.408
C: -5.1836 -2.1408 1.7044  -0.212
C: -4.7229 1.0623 1.3527  -0.419
C: -4.6963 2.5099 0.8815  -0.204
H: -4.4085 -1.6463 -3.1845  0.054
H: -3.9651 -2.5299 -1.7192  0.048
H: -2.8009 -1.4364 -2.4770  0.042
H: -5.3918 -0.6057 -1.0571  0.029
H: -4.3462 0.5028 -1.9466  0.026
H: -3.0785 -2.1459 2.2075  0.033
H: -3.4408 -2.7929 0.6062  0.025
H: -5.4444 -1.4282 2.4879  0.050
H: -5.4159 -3.1455 2.0762  0.053
H: -5.8283 -1.9499 0.8422  0.047
H: -4.5815 1.0213 2.4325  0.004
H: -5.6719 0.5830 1.1011  0.034
H: -3.7458 2.9599 1.1737  0.035
H: -5.5071 3.0960 1.3280  0.059
H: -4.7888 2.5677 -0.2056  0.044

For the orbital gap, the calculation gives 4.51 eV. The highest occupied orbital energy comes out at -0.15 eV. As for the LUMO energy: 0.1601 Eh. Its total charge is -2. For the largest force on an atom, the calculation gives 1.23 eV/A. For the energy above the lowest of the compared OMol25 structures with the same formula, charge and spin, the calculation gives 104.52 kJ/mol.



Below is a molecular structure, Cl3FMg in a non-equilibrium geometry, with properties calculated with wB97M-V/def2-TZVPD.

Last column: Löwdin charge in e.
Geometry (Å):
Mg: 0.2756 -0.1906 -0.1286  -0.166
F: 1.2094 -1.9361 -0.4878  -0.693
Cl: -0.0628 -0.4321 2.0436  -0.276
Cl: -0.0390 2.6449 0.0803  -0.615
Cl: -1.3832 -0.0861 -1.5074  -0.251

For the orbital gap, the calculation gives 7.70 eV. The highest occupied orbital energy comes out at -1.28 eV. As for the LUMO energy: 0.2358 Eh. Its total charge is -2. For the largest force on an atom, the calculation gives 2.08 eV/A. For the energy above the lowest of the compared OMol25 structures with the same formula, charge and spin, the calculation gives 66.76 kJ/mol.



Below is 2 unconnected molecules or ions with the total composition C14H16O in a non-equilibrium geometry, with properties calculated with wB97M-V/def2-TZVPD.

Last column: Löwdin charge in e.
Geometry (Å):
C: -3.7601 1.4459 1.7491  -0.073
C: -2.5152 3.0176 -1.4268  -0.019
C: -3.3524 2.7734 -0.3661  -0.031
C: -1.4435 2.1405 -1.6068  -0.314
C: -3.0425 1.6654 0.4581  -0.297
C: -1.3259 0.8905 -1.0080  -0.023
C: -2.2633 0.6284 -0.0315  -0.054
O: -0.4639 2.5802 -2.4838  0.024
H: -2.6098 3.7266 -2.2370  0.120
H: -4.2413 3.3448 -0.0547  0.122
H: 0.3465 2.1043 -2.2473  0.103
H: -0.6665 0.1810 -1.4769  0.086
H: -4.8327 1.5426 1.5265  0.081
H: -3.4846 2.0606 2.6075  0.078
H: -2.2067 -0.3017 0.5630  0.119
H: -3.6344 0.4388 2.1753  0.074
C: 1.3857 -2.0468 -1.5326  -0.054
C: 4.2765 -1.1831 0.7447  -0.095
C: 3.8857 -1.7422 1.9476  -0.103
C: 3.5453 -1.4295 -0.4225  -0.059
C: 2.2922 -2.0324 -0.3175  -0.277
C: 2.6639 -2.3712 1.9480  -0.108
C: 1.7816 -2.6374 0.8646  -0.018
H: 5.0973 -0.4848 0.6091  0.102
H: 4.4221 -1.5083 2.8756  0.110
H: 3.8798 -0.9148 -1.3315  0.114
H: 2.3106 -2.8567 2.8459  0.093
H: 0.7236 -1.1820 -1.4926  0.044
H: 0.6342 -2.8356 -1.3872  0.078
H: 0.7306 -2.8017 0.9877  0.103
H: 1.8670 -2.2123 -2.4800  0.075

For the orbital gap, the calculation gives 8.93 eV. The highest occupied orbital energy comes out at -8.23 eV. As for the LUMO energy: 0.0257 Eh. Its total charge is 0. Its structure (SMILES) is Cc1ccc(O)cc1.Cc1ccccc1. For the largest force on an atom, the calculation gives 5.13 eV/A. For the energy above the lowest of the compared OMol25 structures with the same formula, charge and spin, the calculation gives 170.08 kJ/mol.



Below is a molecular structure, CH6O4 in a non-equilibrium geometry, with properties calculated with wB97M-V/def2-TZVPD.

Last column: Löwdin charge in e.
Geometry (Å):
H: 0.2624 -0.3020 0.2301  0.058
O: 1.0689 -0.6148 -0.7095  0.023
O: -0.5105 0.4067 0.6838  -0.022
H: 1.3518 0.3601 -0.6375  0.087
H: 1.7717 -1.2632 -0.5736  0.113
C: 0.1229 1.5074 0.9514  -0.345
H: -0.1830 2.1834 1.7396  0.138
O: 1.0779 1.7990 0.2019  -0.017
O: -1.8765 -1.6724 -0.6217  -0.062
H: -1.1485 -1.5033 -1.2232  0.012
H: -1.9372 -0.9009 -0.0413  0.014

For the orbital gap, the calculation gives 11.33 eV. The highest occupied orbital energy comes out at -10.95 eV. As for the LUMO energy: 0.0141 Eh. Its total charge is 0. For the largest force on an atom, the calculation gives 3.40 eV/A. For the energy above the lowest of the compared OMol25 structures with the same formula, charge and spin, the calculation gives 93.54 kJ/mol.